[1]
Computed, not measured: C34H38BEuF4N7O8S3 as an isolated structure, with wB97M-V/def2-TZVPD.

Cartesian coordinates (Å):
Eu1 -0.133 0.277 0.432
O1 2.506 0.258 1.557
C1 2.886 -0.807 2.417
C2 2.221 -2.126 2.043
N1 0.766 -2.109 2.148
C3 0.317 -1.912 3.517
C4 0.304 -0.408 3.892
O2 0.279 -0.118 5.085
O3 0.303 0.393 2.901
C5 0.231 -3.306 1.503
C6 0.064 -3.021 -0.005
O4 0.393 -3.864 -0.833
O5 -0.444 -1.874 -0.225
H1 1.783 0.719 2.031
H2 2.666 -0.551 3.455
H3 3.968 -0.935 2.340
H4 2.655 -2.917 2.680
H5 2.461 -2.355 1.002
H6 0.926 -2.460 4.248
H7 -0.713 -2.261 3.609
H8 -0.773 -3.505 1.883
H9 0.856 -4.191 1.665
C7 4.432 -1.158 -0.488
C8 3.353 -1.531 -1.427
N2 2.200 -0.910 -1.564
C9 1.547 -1.347 -2.651
C10 2.218 -2.415 -3.371
S1 3.692 -2.831 -2.614
C11 0.317 -0.795 -3.170
C12 0.087 -0.730 -4.522
S2 -1.541 -0.307 -4.826
C13 -1.836 -0.294 -3.099
N3 -0.779 -0.493 -2.386
C14 -3.233 -0.270 -2.601
H10 4.664 -1.979 0.198
H11 4.124 -0.277 0.070
H12 5.350 -0.940 -1.047
H13 1.872 -2.947 -4.239
H14 0.781 -0.900 -5.329
H15 -3.724 -1.199 -2.898
H16 -3.793 0.571 -3.000
H17 -3.216 -0.198 -1.521
N4 3.233 4.207 6.393
C15 2.371 3.971 5.317
C16 1.228 3.192 5.488
C17 0.362 2.974 4.431
C18 0.635 3.540 3.201
C19 1.758 4.336 3.017
C20 2.622 4.554 4.072
S3 -0.364 3.261 1.761
O6 -1.436 2.347 2.089
O7 -0.697 4.551 1.240
N5 0.627 2.394 0.802
C21 1.076 2.845 -0.383
N6 1.160 1.860 -1.318
C22 1.589 2.211 -2.518
C23 1.966 3.504 -2.834
C24 1.880 4.424 -1.801
N7 1.459 4.114 -0.589
H18 3.191 3.505 7.114
H19 4.174 4.448 6.132
H20 1.035 2.727 6.447
H21 -0.497 2.330 4.551
H22 1.939 4.767 2.038
H23 3.507 5.168 3.942
H24 1.633 1.422 -3.261
H25 2.311 3.771 -3.822
H26 2.179 5.460 -1.943
C25 -7.946 -1.184 4.701
C26 -6.717 -1.038 3.849
C27 -5.551 -0.479 4.343
C28 -4.401 -0.362 3.569
C29 -3.180 0.249 4.178
C30 -4.436 -0.826 2.234
C31 -3.273 -0.777 1.353
O8 -2.138 -0.445 1.641
C32 -5.631 -1.363 1.707
C33 -5.744 -1.814 0.270
C34 -6.739 -1.468 2.524
H27 -7.754 -0.888 5.731
H28 -8.294 -2.218 4.696
H29 -8.756 -0.565 4.309
H30 -5.523 -0.120 5.366
H31 -3.396 0.629 5.176
H32 -2.785 1.055 3.561
H33 -2.369 -0.476 4.253
H34 -3.474 -1.110 0.325
H35 -5.561 -0.977 -0.407
H36 -6.746 -2.194 0.078
H37 -5.030 -2.604 0.035
H38 -7.654 -1.889 2.120
F1 -2.875 3.609 -0.438
B1 -2.937 2.386 -1.029
F2 -1.859 1.488 -0.474
F3 -2.688 2.435 -2.401
F4 -4.138 1.727 -0.742

Spin multiplicity   7
Maximum force   0.08214 Eh/bohr
Energy relative to the best compared isomer or geometry (same formula, charge and spin)   0.899 eV
Net charge   -1
Frontier orbital gap (spin up / spin down)   7.6 / 7.6 eV
Highest occupied orbital energy (spin up / spin down)   -5.64 / -5.65 eV
Energy   -4633.3562 Eh

=====

[2]
Computed, not measured: C34H38CdN6O5S as an isolated structure, with wB97M-V/def2-TZVPD.

Cartesian coordinates (Å):
Cd1 0.336 1.335 0.375
O1 -0.295 3.545 0.496
C1 0.863 4.178 0.566
C2 1.083 5.351 -0.129
C3 2.296 6.131 -0.138
C4 3.542 5.857 0.284
C5 3.300 3.481 0.653
C6 1.942 3.513 1.298
C7 1.572 2.480 2.163
N1 2.266 1.368 2.417
N2 1.715 0.414 3.259
C8 0.469 0.066 3.103
O2 -0.416 0.543 2.261
C9 0.013 -1.086 3.944
C10 0.888 -1.831 4.743
C11 0.437 -2.936 5.449
C12 -0.899 -3.326 5.380
C13 -1.777 -2.590 4.596
C14 -1.327 -1.482 3.887
H1 0.255 5.723 -0.725
H2 2.212 7.119 -0.586
H3 4.330 6.596 0.203
H4 3.884 2.731 1.191
H5 0.633 2.637 2.693
H6 1.924 -1.518 4.775
H7 1.133 -3.510 6.053
H8 -1.246 -4.195 5.931
H9 -2.819 -2.890 4.530
H10 -1.994 -0.907 3.256
N3 1.387 -0.443 -2.095
C15 0.397 -1.020 -2.994
C16 -0.604 0.014 -3.508
C17 -1.460 0.762 -2.479
N4 -0.713 1.710 -1.635
H11 1.847 0.363 -2.526
H12 2.106 -1.118 -1.865
H13 -0.136 -1.818 -2.468
H14 0.862 -1.478 -3.879
H15 -1.283 -0.503 -4.194
H16 -0.058 0.761 -4.094
H17 -1.981 0.044 -1.834
H18 -2.226 1.299 -3.050
H19 -1.279 2.499 -1.335
H20 0.073 2.123 -2.160
O3 4.057 4.682 0.793
C18 3.155 2.925 -0.782
O4 2.403 1.968 -0.900
C19 3.950 3.439 -1.923
C20 5.230 3.938 -1.625
C21 6.066 4.467 -2.582
C22 5.603 4.554 -3.895
C23 4.365 4.058 -4.227
C24 3.501 3.427 -3.292
S1 2.055 2.741 -3.939
H21 5.570 3.888 -0.599
H22 7.054 4.823 -2.313
H23 6.225 5.010 -4.660
H24 4.015 4.112 -5.250
C25 -5.121 -1.779 0.469
C26 -4.402 -2.993 1.045
N5 -4.059 -3.991 0.032
C27 -5.181 -4.723 -0.547
C28 -5.368 -4.398 -2.027
C29 -2.834 -4.633 0.037
O5 -2.723 -5.791 -0.323
C30 -1.648 -3.830 0.416
C31 -0.527 -4.468 0.937
C32 0.593 -3.723 1.240
C33 0.577 -2.357 0.986
N6 -0.478 -1.736 0.464
C34 -1.550 -2.460 0.190
H25 -5.324 -1.056 1.261
H26 -6.070 -2.064 0.008
H27 -4.505 -1.291 -0.289
H28 -5.041 -3.463 1.802
H29 -3.495 -2.674 1.549
H30 -6.083 -4.475 0.016
H31 -4.994 -5.789 -0.437
H32 -5.580 -3.337 -2.172
H33 -6.189 -4.984 -2.447
H34 -4.454 -4.642 -2.571
H35 -0.566 -5.538 1.102
H36 1.468 -4.180 1.683
H37 1.439 -1.733 1.207
H38 -2.388 -1.920 -0.246

Maximum force   0.01420 Eh/bohr
Energy relative to the best compared isomer or geometry (same formula, charge and spin)   5.081 eV
Net charge   -2
Frontier orbital gap   3.7 eV
Highest occupied orbital energy   0.05 eV
Energy   -2589.0561 Eh

=====

[3]
Computed, not measured: C34H38N2OP2S4Si2Ti as an isolated structure, with wB97M-V/def2-TZVPD.

Cartesian coordinates (Å):
Ti1 0.023 -0.146 0.165
C1 -2.952 -1.226 2.656
Si1 -1.183 -0.825 3.282
C2 -0.171 -2.426 3.590
C3 -1.357 0.091 4.959
N1 -0.349 0.102 2.098
P1 -0.045 1.698 2.028
C4 0.298 2.174 0.407
P2 1.908 1.658 0.068
N2 1.958 0.058 -0.211
Si2 3.054 -0.856 -1.166
C5 3.548 -2.465 -0.239
C6 2.187 -1.255 -2.831
C7 4.707 0.048 -1.515
C8 2.337 2.507 -1.480
C9 3.501 3.210 -1.791
C10 3.683 3.729 -3.057
C11 2.716 3.549 -4.038
C12 1.559 2.832 -3.742
C13 1.374 2.313 -2.478
C14 3.276 2.029 1.185
C15 3.893 0.981 1.869
C16 4.919 1.240 2.748
C17 5.335 2.550 2.974
C18 4.694 3.599 2.321
C19 3.663 3.347 1.445
C20 -1.578 2.583 2.465
C21 -2.593 2.406 1.518
C22 -3.842 2.958 1.714
C23 -4.104 3.698 2.862
C24 -3.104 3.868 3.812
C25 -1.854 3.310 3.624
C26 1.089 2.130 3.364
C27 1.781 1.138 4.063
C28 2.675 1.486 5.051
C29 2.913 2.825 5.344
C30 2.253 3.818 4.622
C31 1.356 3.476 3.635
H1 -3.569 -1.669 3.432
H2 -2.921 -1.940 1.838
H3 -3.461 -0.335 2.291
H4 -0.756 -3.166 4.125
H5 0.726 -2.223 4.170
H6 0.138 -2.862 2.641
H7 -1.784 -0.554 5.719
H8 -2.004 0.955 4.848
H9 -0.397 0.445 5.319
H10 2.663 -3.015 0.068
H11 4.138 -2.255 0.649
H12 4.138 -3.112 -0.882
H13 1.153 -1.548 -2.637
H14 2.670 -2.069 -3.363
H15 2.169 -0.387 -3.488
H16 5.140 0.424 -0.592
H17 4.559 0.895 -2.176
H18 5.427 -0.621 -1.976
H19 4.268 3.346 -1.039
H20 4.587 4.278 -3.293
H21 2.860 3.969 -5.026
H22 0.809 2.685 -4.510
H23 0.477 1.743 -2.226
H24 3.548 -0.029 1.687
H25 5.404 0.419 3.265
H26 6.153 2.747 3.655
H27 5.012 4.620 2.507
H28 3.135 4.153 0.949
H29 -2.365 1.826 0.622
H30 -4.624 2.820 0.979
H31 -5.080 4.140 3.017
H32 -3.314 4.441 4.709
H33 -1.090 3.443 4.379
H34 1.596 0.102 3.813
H35 3.200 0.714 5.600
H36 3.610 3.093 6.127
H37 2.454 4.861 4.841
H38 0.849 4.235 3.050
O1 -5.130 -4.382 -0.530
C32 -4.137 -3.685 -0.578
S1 -2.541 -4.194 -0.028
C33 -1.673 -2.685 -0.383
C34 -2.401 -1.691 -0.944
S2 -1.762 -0.152 -1.416
S3 -4.119 -2.032 -1.213
S4 0.012 -2.608 -0.037

Spin multiplicity   3
Maximum force   0.04018 Eh/bohr
Energy relative to the best compared isomer or geometry (same formula, charge and spin)   0.979 eV
Net charge   -2
Frontier orbital gap (spin up / spin down)   3.0 / 6.4 eV
Highest occupied orbital energy (spin up / spin down)   1.39 / -2.02 eV
Energy   -5207.3337 Eh